Record 1
A structure of composition C37H86CaN5O9 at a distorted geometry, computed with ωB97M-V/def2-TZVPD.

Each line ends with the Mulliken charge.
Positions of all 138 atoms, in Å:
C  5.420  2.833  -0.890  -0.667
H  -1.761  -7.113  7.980  0.272
H  -2.650  -3.976  -2.147  0.385
O  1.556  -1.516  0.295  -0.661
C  5.930  -1.284  -1.454  -0.900
H  6.722  6.289  -0.539  0.443
H  5.420  -0.444  -1.915  0.167
H  -4.355  -3.774  -1.740  0.437
C  -2.182  2.522  -1.541  -0.782
H  0.012  -1.402  4.763  0.254
C  -0.359  -0.881  5.654  -0.266
C  3.353  2.651  2.336  -2.201
H  3.170  4.418  -0.589  0.321
C  5.693  -2.951  0.207  -0.828
H  6.788  -2.951  0.162  0.403
H  1.937  3.877  0.622  0.472
H  -5.063  2.709  -3.073  0.325
H  -4.523  -1.956  -6.227  0.429
H  -3.134  3.129  -6.707  0.336
C  -3.594  -3.529  -2.483  -1.156
H  -1.946  -5.240  6.026  0.291
O  5.148  -1.796  -0.394  -0.169
C  -3.526  4.128  -6.476  -0.456
O  1.577  -3.934  2.908  -0.358
H  -6.585  -2.025  -2.479  0.421
C  6.206  4.592  0.742  1.596
H  5.117  5.604  -0.757  0.377
H  -6.442  4.243  -9.313  0.304
H  -5.521  -3.823  -5.294  0.485
H  -2.632  -6.571  9.388  0.243
H  1.058  -1.950  6.741  0.276
C  -5.289  -1.412  -5.653  -1.833
N  -4.102  4.128  -5.134  -0.345
H  -1.239  -1.898  -1.798  0.288
H  -0.247  -1.365  7.803  0.497
C  5.313  -2.896  1.674  -0.701
H  -1.440  -0.730  5.533  0.457
H  1.572  -1.969  2.777  -0.053
H  3.770  -1.511  3.700  0.467
C  -3.874  -4.043  -3.898  -0.832
H  -6.197  -1.732  -6.180  0.432
N  -0.582  -3.136  6.595  0.006
H  2.595  1.955  1.980  0.340
H  -4.825  -1.568  -0.939  0.303
H  -5.225  5.288  -7.130  0.376
C  2.934  4.290  0.465  -1.711
C  -2.036  -3.195  6.673  -0.539
H  7.123  3.980  -1.128  0.409
H  3.786  -1.545  1.526  -0.062
H  1.687  -2.392  4.431  -0.677
H  0.440  0.021  -0.555  0.321
O  4.821  5.068  2.594  -0.485
H  -3.081  -3.613  -4.516  0.384
C  -3.300  3.387  -4.166  -0.350
N  3.915  -2.503  1.849  0.453
H  -5.964  -3.878  -3.592  0.386
H  4.927  3.522  -1.577  0.350
H  4.144  2.225  2.951  0.466
H  -0.480  -1.059  0.417  0.223
C  -6.567  3.568  -8.462  -0.745
H  -6.963  2.612  -8.788  0.231
H  5.290  4.766  3.378  0.335
O  -3.424  2.178  -2.077  -0.238
O  -2.190  -5.072  8.081  -0.331
O  -3.891  -0.040  -3.738  -0.081
H  5.422  -3.917  2.063  0.441
H  0.921  0.843  4.001  0.112
H  -2.495  -2.768  5.776  0.391
C  -3.773  -1.397  -1.175  -1.848
H  -3.466  -6.683  7.786  0.319
H  -2.461  4.035  -3.875  0.275
H  -4.107  4.880  -8.388  0.476
C  6.641  3.513  -0.266  -1.184
H  -4.993  3.639  -5.171  0.256
H  2.943  5.273  0.937  0.330
N  5.162  4.097  1.618  0.462
C  3.979  3.393  1.141  1.978
H  -4.139  0.282  -2.858  0.256
H  -2.536  -2.701  7.521  0.305
C  -2.547  -6.421  8.314  -0.740
H  -2.848  2.484  -4.599  0.279
C  1.470  -5.016  3.851  -0.658
H  -1.968  1.882  -0.686  0.168
H  5.435  6.649  0.633  0.335
C  -5.222  -3.496  -4.297  -1.297
H  -0.278  -3.720  7.371  0.223
Ca  2.160  -3.598  0.618  1.441
H  8.389  4.879  1.103  0.379
C  3.545  -2.504  3.291  -1.021
C  0.512  -0.582  0.359  -0.915
C  -1.849  -1.752  -2.695  -1.567
H  1.150  -5.907  3.319  0.301
H  -2.100  3.567  -1.218  0.404
H  -6.403  -0.418  -3.184  0.164
H  -3.572  -0.320  -1.169  0.327
H  -1.659  -0.713  -2.978  0.137
C  2.053  -2.693  3.451  1.072
C  -5.272  -1.954  -4.233  1.995
H  -7.400  -1.623  -3.987  0.469
H  5.802  2.017  -1.512  0.162
H  6.010  -2.284  2.251  0.357
H  -2.777  4.912  -6.591  0.292
C  7.432  4.827  1.624  -2.078
N  -4.001  -1.438  -3.668  -0.199
H  -3.780  -5.127  -3.945  0.452
H  -3.234  -1.813  -0.317  0.441
H  6.083  -2.027  -2.250  0.407
C  -4.078  3.138  -2.884  -0.771
C  0.229  1.199  4.786  -0.591
C  -2.484  -4.642  6.788  -0.763
C  4.483  2.305  0.185  -1.067
H  5.320  -3.830  -0.338  0.351
H  2.459  -5.198  4.282  0.325
H  0.678  0.045  1.242  0.280
H  2.869  3.409  2.960  0.502
C  5.863  5.881  -0.008  -1.766
H  6.924  -1.007  -1.089  0.376
H  0.516  2.203  5.077  0.305
H  -7.226  4.018  -7.715  0.316
C  -3.325  -2.005  -2.509  1.707
H  7.539  3.974  2.306  0.490
H  -5.045  -0.374  -5.852  0.275
H  4.998  1.474  0.672  0.313
H  7.350  2.813  0.175  0.346
O  -5.294  3.292  -7.875  -0.276
H  7.352  5.711  2.261  0.410
H  3.580  1.942  -0.321  0.342
C  -4.611  4.457  -7.501  -0.729
C  -0.023  -1.789  6.823  -1.021
H  -4.156  4.076  -2.324  0.378
C  -6.476  -1.482  -3.420  -1.803
H  -0.751  1.177  4.289  0.338
H  4.146  -3.197  3.881  0.422
H  0.788  -4.766  4.664  0.073
H  -3.523  -4.769  6.452  0.484
H  -1.422  -2.358  -3.497  0.401
H  -1.396  2.343  -2.289  0.304
O  0.257  0.350  5.907  -0.383

Its LUMO energy is -3.99 eV. The total charge is +1. For the energy, the calculation gives -3089.492523 hartree. The HOMO-LUMO gap comes out at 5.300 eV.

Record 2
A structure of composition C54H48As2N2O14Tl, computed with ωB97M-V/def2-TZVPD.

Each line ends with the Mulliken charge.
Positions of all 121 atoms, in Å:
C  -2.400  -3.208  -2.737  -0.777
C  5.882  1.164  -5.177  -0.152
C  0.367  1.911  2.481  -0.257
C  1.760  1.638  1.988  -1.261
H  2.447  2.116  2.684  1.005
C  3.628  3.690  -5.716  -1.238
H  -2.599  -4.270  -2.748  0.638
C  2.159  -0.184  4.344  -0.442
H  6.378  3.522  -1.499  0.341
H  4.670  3.120  -1.772  -0.019
Tl  -0.478  -0.521  0.248  1.626
C  0.899  -1.910  5.441  -0.646
H  1.255  -1.145  -2.178  -0.364
O  1.255  4.211  -2.867  -0.429
H  2.952  -2.833  -6.053  0.240
C  -2.962  1.500  1.045  -1.307
C  1.189  3.867  -1.479  -0.288
C  5.391  0.599  -2.514  -0.149
C  -2.201  2.458  3.259  -0.540
C  -1.906  1.882  2.030  -0.620
H  0.565  -2.142  2.085  0.911
C  -4.152  -0.686  4.909  -0.884
O  -2.298  -0.825  1.297  -0.513
H  4.649  -1.042  -6.050  0.109
H  0.779  4.752  -0.996  0.321
H  -1.359  3.185  5.092  0.418
H  4.657  3.815  -6.055  0.405
C  -4.132  -0.065  2.581  -0.168
H  1.473  -2.395  -6.945  0.288
H  -2.935  -0.275  -4.385  0.601
C  0.882  -1.730  3.036  -0.239
C  2.007  -2.298  -6.000  -0.709
C  6.348  -0.580  1.208  -0.424
O  6.066  1.576  -1.893  -0.358
H  -5.888  -0.112  6.036  0.394
H  0.530  3.017  -1.312  -0.039
H  -6.265  0.663  -2.453  0.426
H  -6.752  -1.760  -2.608  0.400
H  7.393  -0.782  1.016  0.382
N  -1.387  -1.383  -1.670  1.108
H  2.717  -1.344  -3.185  0.903
C  -4.597  -1.787  0.005  -0.490
H  -3.825  2.158  1.150  1.081
N  -0.649  1.612  1.668  0.594
O  0.424  -0.676  -4.606  -0.371
O  -1.721  1.740  -3.227  -0.878
H  4.272  1.998  1.864  0.387
As  3.220  1.823  -6.131  0.000
C  -6.078  -1.386  -1.847  -0.545
H  2.958  4.346  -6.263  0.405
H  5.733  -2.619  0.933  0.384
O  5.782  -0.537  -2.436  -0.668
O  6.576  2.150  -5.167  -0.600
H  -5.648  -3.329  -1.035  0.429
C  0.472  -2.365  4.205  -1.019
C  4.224  0.990  -3.374  0.066
C  -2.882  -2.340  -3.709  -0.856
C  2.122  0.139  1.827  2.150
C  -6.018  0.500  3.980  -0.921
C  5.922  0.708  1.472  -0.891
C  1.455  -0.215  -5.026  0.137
H  -2.548  -1.120  3.532  0.543
H  -3.663  -1.159  5.751  0.447
H  2.185  3.673  -1.080  0.126
H  -0.182  -3.225  4.132  0.511
C  5.581  -1.176  -5.502  -0.329
C  -5.810  -0.031  -1.758  -0.865
C  4.074  -1.343  1.367  -0.339
C  -4.332  -0.422  0.113  -0.654
C  1.706  -0.616  3.096  0.287
C  -3.390  0.021  1.239  2.264
H  -4.740  1.510  -0.744  0.379
C  1.795  1.231  -4.921  -0.829
C  -1.160  2.749  4.121  -1.085
O  -0.316  -2.872  0.251  -0.518
C  -2.594  -0.985  -3.646  -1.187
H  2.857  -1.222  -1.412  0.148
C  2.305  -0.888  -2.289  -1.124
C  1.538  1.876  -3.762  1.350
H  0.978  2.704  4.375  0.481
H  -4.098  -2.468  0.683  0.414
H  1.394  -2.681  -5.188  0.313
C  -4.941  0.448  -0.782  0.243
H  5.806  3.208  -3.158  0.205
H  6.174  -1.962  -5.961  0.393
H  -3.231  2.650  3.528  0.533
O  -0.554  1.096  -1.428  0.085
C  -1.815  -0.538  -2.594  0.730
C  -5.398  -0.099  5.071  -0.568
H  -5.885  0.967  1.895  0.414
As  2.520  1.057  -2.255  1.750
C  -1.059  -3.515  -0.557  -0.345
C  -3.522  -0.670  3.671  -0.299
C  0.141  2.483  3.727  -1.148
H  3.344  -2.141  1.317  0.316
H  2.122  -0.469  6.464  0.423
O  1.556  -0.398  0.671  0.034
O  6.391  0.003  -5.591  -0.402
O  0.898  3.775  -4.970  -0.603
C  3.633  -0.046  1.631  -0.314
C  5.692  2.939  -2.109  -0.253
C  -1.647  -2.681  -1.702  0.489
C  -5.463  -2.265  -0.962  -0.652
H  5.377  -1.415  -4.458  0.158
O  -1.338  -4.707  -0.543  -0.813
H  -3.488  -2.724  -4.521  0.476
C  1.760  -0.820  5.505  -0.894
H  2.848  0.652  4.404  0.455
H  0.576  -2.405  6.348  0.400
O  2.328  -0.920  -5.781  -0.338
H  1.897  2.096  1.005  0.175
C  1.236  3.347  -3.892  0.007
H  -6.996  0.951  4.091  0.405
C  4.468  1.193  -4.668  0.355
H  6.637  1.521  1.494  0.419
C  4.572  0.975  1.680  -0.108
C  -1.346  0.903  -2.423  0.311
H  3.579  3.912  -4.653  0.289
C  5.414  -1.609  1.157  -0.775
H  -2.555  1.626  0.039  0.337
C  -5.388  0.512  2.745  -0.308

Its LUMO energy is 1.08 eV. The total charge is -1. For the energy, the calculation gives -7893.536256 hartree. The HOMO-LUMO gap comes out at 7.509 eV.